a | The following is a DFT calculation (ωB97M-V/def2-TZVPD) of 2 unconnected molecules or ions with the total composition C10H17N.

```
! wB97M-V def2-TZVPD RIJCOSX def2/J DEFGRID3
* xyz 0 1
N 0.70 -0.81 1.31
C -2.49 -0.48 -0.43
C 2.08 1.66 0.88
C 0.23 0.35 1.77
C -1.24 -0.13 -1.05
C 0.41 -0.74 -2.91
C 0.86 1.61 1.55
C -0.79 -1.23 -2.10
C -3.06 0.40 0.76
C 2.66 0.42 0.49
C 1.95 -0.72 0.78
H 0.18 0.18 -3.54
H -4.14 0.04 0.87
H -3.42 -0.57 -1.03
H -2.96 1.66 0.52
H 0.35 2.48 2.00
H 0.60 -1.47 -3.66
H -0.66 -2.13 -1.46
H 2.46 -1.71 0.67
H -0.68 0.18 2.38
H 3.54 0.43 -0.06
H -1.25 0.85 -1.39
H -2.14 -1.48 0.12
H -2.48 0.05 1.77
H -1.64 -1.59 -2.75
H 2.65 2.57 0.70
H 1.55 -0.33 -2.64
H -0.44 -0.25 -0.16
*
```

Computed properties:
LUMO energy ... 0.0261 Eh
HOMO energy ... -9.49 eV
SMILES ... c1ccncc1.CCCCC
Frontier orbital gap ... 10.20 eV

Need the Löwdin charges? In units of e they are:
1 N 0.031
2 C -0.341
3 C -0.051
4 C -0.177
5 C -0.290
6 C -0.154
7 C -0.055
8 C -0.246
9 C -0.135
10 C -0.065
11 C -0.161
12 H 0.072
13 H 0.056
14 H 0.103
15 H 0.139
16 H 0.105
17 H 0.029
18 H 0.103
19 H 0.121
20 H 0.094
21 H 0.074
22 H 0.086
23 H 0.144
24 H 0.070
25 H 0.119
26 H 0.100
27 H 0.126
28 H 0.103

***

b | The following is a DFT calculation (ωB97M-V/def2-TZVPD) of 2 unconnected molecules or ions with the total composition C10H17N.

```
! wB97M-V def2-TZVPD RIJCOSX def2/J DEFGRID3
* xyz 0 1
N -2.23 -2.03 0.12
C 2.01 -0.90 -0.01
C -2.50 -1.39 -1.03
C 1.66 0.57 -0.11
C 0.15 0.84 -0.04
C 3.54 -1.30 -0.13
C -1.91 -1.28 1.18
C -1.97 0.06 1.21
C -2.35 0.74 0.08
C -2.64 -0.02 -1.09
C -0.15 2.29 0.01
H 3.54 -2.42 0.18
H -0.28 0.15 0.76
H 4.35 -0.73 0.43
H -2.51 1.77 0.03
H 0.19 2.84 0.85
H 0.35 2.68 -0.86
H -2.58 -2.01 -1.89
H 1.96 1.11 -1.07
H -1.72 -1.85 2.09
H -1.62 0.60 2.09
H 1.77 -1.22 1.13
H 4.01 -1.29 -1.24
H -2.99 0.41 -1.98
H 2.12 1.12 0.75
H -0.37 0.27 -0.80
H -1.14 2.55 -0.03
H 1.30 -1.55 -0.63
*
```

Computed properties:
LUMO energy ... 0.0279 Eh
HOMO energy ... -9.07 eV
SMILES ... c1ccncc1.CCCCC
Frontier orbital gap ... 9.83 eV

Need the Löwdin charges? In units of e they are:
1 N 0.076
2 C -0.285
3 C -0.152
4 C -0.248
5 C -0.317
6 C -0.151
7 C -0.170
8 C -0.149
9 C -0.113
10 C -0.046
11 C -0.090
12 H 0.074
13 H 0.079
14 H 0.069
15 H 0.086
16 H 0.082
17 H 0.090
18 H 0.095
19 H 0.127
20 H 0.115
21 H 0.136
22 H 0.142
23 H 0.092
24 H 0.094
25 H 0.124
26 H 0.097
27 H 0.020
28 H 0.123

***

Which of them is least stable? Easy: a.

***

a | The following is a DFT calculation (ωB97M-V/def2-TZVPD) of 7 unconnected molecules or ions with the total composition C4H23NO7.

```
! wB97M-V def2-TZVPD RIJCOSX def2/J DEFGRID3
* xyz 0 1
O 3.07 2.17 0.20
O -1.21 -3.86 -0.43
O -3.15 0.75 -1.94
O 0.90 1.39 -3.19
O -0.22 2.74 -1.04
O -1.06 1.82 1.30
O -1.16 -0.95 -2.37
N 0.27 -1.41 2.24
C -0.21 0.86 1.98
C 0.96 -0.29 0.08
C 1.06 -2.56 1.87
C -0.10 -0.43 1.18
H -0.37 2.14 -0.27
H 0.71 -1.10 -0.62
H -1.06 -0.68 0.73
H 0.73 1.36 2.20
H 0.76 2.03 -2.47
H -1.14 -3.17 -1.09
H 2.11 -2.30 1.70
H 0.73 -3.13 1.00
H -1.07 3.11 -1.27
H -0.53 0.73 3.02
H -1.44 2.38 1.97
H 1.94 -0.65 0.37
H 2.13 2.36 0.28
H -0.63 -1.61 2.67
H -0.39 -0.38 -2.44
H -0.66 -3.67 0.33
H -3.61 0.07 -1.45
H 1.74 0.96 -3.01
H -1.85 -0.29 -2.59
H 0.82 0.63 -0.46
H -2.62 1.20 -1.27
H 1.00 -3.19 2.74
H 3.56 2.99 0.09
*
```

Computed properties:
LUMO energy ... 0.0023 Eh
HOMO energy ... -9.26 eV
SMILES ... CN[C@H](C)CO.O.O.O.O.O.O
Frontier orbital gap ... 9.33 eV

Need the Löwdin charges? In units of e they are:
1 O -0.050
2 O -0.054
3 O -0.041
4 O -0.067
5 O -0.065
6 O -0.089
7 O -0.082
8 N -0.083
9 C -0.191
10 C -0.040
11 C -0.125
12 C -0.350
13 H -0.001
14 H 0.074
15 H 0.137
16 H 0.118
17 H -0.004
18 H 0.013
19 H 0.082
20 H 0.054
21 H 0.059
22 H 0.117
23 H 0.097
24 H 0.084
25 H 0.004
26 H 0.110
27 H -0.002
28 H -0.019
29 H 0.068
30 H 0.041
31 H 0.004
32 H 0.042
33 H 0.033
34 H 0.086
35 H 0.040

***

b | The following is a DFT calculation (ωB97M-V/def2-TZVPD) of 8 unconnected molecules or ions with the total composition C4H23NO7.

```
! wB97M-V def2-TZVPD RIJCOSX def2/J DEFGRID3
* xyz 0 1
O 2.62 0.04 -1.77
O -3.04 1.06 0.77
O -1.51 -1.51 2.09
O 1.62 -1.83 -1.42
O 1.69 -3.07 0.84
O 0.51 -2.58 -3.48
O 0.33 0.04 3.77
N -0.93 0.85 -0.82
C -0.87 1.02 -2.35
C -0.16 2.23 1.05
C -0.17 3.57 1.66
C -0.53 2.10 -0.25
H -0.28 3.58 2.78
H -3.16 0.81 -0.10
H 0.74 -3.45 0.96
H -0.47 -0.03 -0.53
H -1.77 1.60 -2.56
H 0.00 1.39 1.79
H -0.81 2.99 -0.86
H -0.06 -3.27 -3.25
H 0.58 -0.07 2.80
H -1.03 -0.04 -2.78
H 1.88 -2.37 1.54
H -0.60 -0.20 3.83
H -2.31 -1.01 1.89
H 1.40 -2.76 -3.01
H 3.61 0.14 -1.96
H -2.23 1.52 0.82
H 2.06 -2.43 -0.81
H -0.90 4.25 1.22
H 0.04 1.57 -2.80
H 0.64 -1.83 -1.30
H 0.73 4.11 1.40
H 2.42 0.98 -1.62
H -1.40 -2.14 1.35
*
```

Computed properties:
LUMO energy ... -0.0062 Eh
HOMO energy ... -8.35 eV
SMILES ... C/C=C/NC.O.O.O.O.O.O.O
Frontier orbital gap ... 8.18 eV

Need the Löwdin charges? In units of e they are:
1 O -0.100
2 O -0.017
3 O -0.063
4 O -0.146
5 O -0.107
6 O -0.092
7 O -0.094
8 N -0.108
9 C -0.099
10 C -0.170
11 C -0.127
12 C -0.195
13 H 0.097
14 H -0.012
15 H 0.104
16 H 0.110
17 H 0.063
18 H 0.092
19 H 0.138
20 H -0.013
21 H 0.029
22 H 0.093
23 H 0.092
24 H 0.020
25 H 0.035
26 H 0.070
27 H 0.084
28 H -0.046
29 H 0.020
30 H 0.067
31 H 0.095
32 H 0.055
33 H 0.064
34 H 0.027
35 H 0.037

***

c | The following is a DFT calculation (ωB97M-V/def2-TZVPD) of 7 unconnected molecules or ions with the total composition C4H23NO7.

```
! wB97M-V def2-TZVPD RIJCOSX def2/J DEFGRID3
* xyz 0 1
O -1.90 0.38 -2.68
O 0.12 -2.45 -1.20
O -0.22 2.24 -2.28
O 1.66 -0.26 0.40
O -1.20 -2.58 -3.32
O 0.82 -2.99 1.68
O 2.07 0.61 -2.49
N -0.24 0.88 2.67
C 1.43 0.94 1.12
C -0.15 1.10 1.29
C -1.28 1.65 3.44
C -0.84 -0.11 0.61
H 0.46 2.63 -1.65
H -1.80 1.05 4.14
H -2.10 -0.50 -2.75
H -0.98 0.22 -2.71
H 2.06 0.79 2.01
H -1.58 -2.93 -2.60
H 0.45 0.46 3.22
H -1.18 0.12 -0.42
H -0.92 2.30 -1.53
H 1.54 -3.46 1.70
H 2.12 -0.10 -0.36
H 0.02 -0.93 0.62
H -0.44 -2.05 -3.10
H -0.73 2.50 3.81
H 1.23 1.09 -2.53
H -0.51 2.10 1.14
H -2.03 2.14 2.80
H -1.69 -0.64 1.09
H 2.55 0.75 -3.27
H 0.63 -1.73 -0.84
H -0.34 -2.78 -0.40
H 1.84 1.68 0.55
H 1.12 -2.12 1.86
*
```

Computed properties:
LUMO energy ... 0.0085 Eh
HOMO energy ... -8.17 eV
SMILES ... CN[C@H](C)CO.O.O.O.O.O.O
Frontier orbital gap ... 8.40 eV

Need the Löwdin charges? In units of e they are:
1 O -0.020
2 O -0.053
3 O -0.115
4 O -0.106
5 O -0.017
6 O 0.051
7 O -0.015
8 N -0.132
9 C -0.133
10 C -0.358
11 C -0.064
12 C -0.039
13 H 0.082
14 H 0.053
15 H -0.027
16 H -0.005
17 H 0.131
18 H -0.031
19 H 0.084
20 H 0.050
21 H 0.106
22 H -0.048
23 H 0.009
24 H 0.066
25 H 0.011
26 H 0.065
27 H -0.009
28 H 0.121
29 H 0.080
30 H 0.093
31 H 0.023
32 H 0.000
33 H 0.050
34 H 0.081
35 H 0.017

***

Which of them is least stable? Easy: c.

***

a | The following is a DFT calculation (ωB97M-V/def2-TZVPD) of 2 unconnected molecules or ions with the total composition C6H5IN2.

```
! wB97M-V def2-TZVPD RIJCOSX def2/J DEFGRID3
* xyz 0 1
I 3.11 0.21 -0.27
N 0.32 -0.65 0.21
N -1.54 -1.87 0.46
C 0.30 3.27 0.58
C 0.17 -1.41 -0.92
C -0.75 -0.98 1.01
C 1.37 -0.07 0.79
C -0.13 2.46 -0.20
C -0.95 -2.15 -0.73
H 0.92 -1.31 -1.85
H -0.62 1.76 -0.82
H -1.51 -2.80 -1.53
H -0.99 -0.42 1.93
H 0.30 3.95 1.35
*
```

Computed properties:
LUMO energy ... -0.0285 Eh
HOMO energy ... -8.64 eV
Frontier orbital gap ... 7.87 eV

Need the Löwdin charges? In units of e they are:
1 I 0.791
2 N -0.276
3 N 0.079
4 C 0.018
5 C -0.147
6 C -0.159
7 C -0.569
8 C -0.021
9 C -0.164
10 H 0.140
11 H 0.021
12 H 0.143
13 H 0.140
14 H 0.005

***

b | The following is a DFT calculation (ωB97M-V/def2-TZVPD) of a single C6H5IN2 molecule.

```
! wB97M-V def2-TZVPD RIJCOSX def2/J DEFGRID3
* xyz 0 1
I -3.54 1.87 0.95
N 0.53 0.06 0.49
N -0.69 1.25 2.02
C -0.60 0.37 -0.24
C 1.27 -0.98 -0.26
C 0.48 0.61 1.72
C -1.56 1.18 1.02
C 0.47 -1.04 -1.63
C -0.59 -0.19 -1.54
H 1.30 0.78 2.38
H -1.44 0.20 -2.17
H 2.37 -0.83 -0.34
H 0.98 -1.94 0.14
H 1.02 -1.35 -2.55
*
```

Computed properties:
LUMO energy ... 0.0091 Eh
HOMO energy ... -7.28 eV
SMILES ... Ic1ncn2c1C=CC2
Frontier orbital gap ... 7.52 eV

Need the Löwdin charges? In units of e they are:
1 I 0.764
2 N -0.061
3 N -0.036
4 C -0.151
5 C -0.073
6 C -0.179
7 C -0.720
8 C -0.059
9 C -0.077
10 H 0.108
11 H 0.131
12 H 0.132
13 H 0.117
14 H 0.102

***

Which of them is least stable? Easy: a.